[1]
{"formula": "C18H28Cl26N3O3", "method": "wB97M-V/def2-TZVPD", "homo_energy_ev": -12.02, "max_force_ev_per_a": 1.605, "total_charge": 1, "energy_ha": -13057.20645, "species": ["O", "N", "O", "C", "C", "C", "C", "C", "O", "Cl", "C", "N", "N", "Cl", "H", "H", "H", "H", "C", "Cl", "Cl", "H", "H", "C", "Cl", "Cl", "H", "H", "C", "Cl", "Cl", "H", "H", "C", "Cl", "Cl", "H", "H", "C", "Cl", "Cl", "H", "H", "C", "Cl", "Cl", "H", "H", "C", "Cl", "Cl", "H", "H", "C", "Cl", "Cl", "H", "H", "C", "Cl", "Cl", "H", "H", "C", "Cl", "Cl", "H", "H", "C", "Cl", "Cl", "H", "H", "C", "Cl", "Cl", "H", "H"], "xyz": [[1.3218, -3.2535, 4.3815], [1.4858, -2.2543, 4.8676], [1.8659, -1.1477, 3.7563], [0.9209, -0.2131, 3.7220], [-0.3623, -0.4801, 3.2399], [-1.2514, 0.5679, 3.2474], [-2.6608, 0.4265, 2.7813], [-3.4485, -0.2296, 3.9171], [-3.3650, 0.1923, 5.0272], [-4.4710, -1.5978, 3.5638], [-0.7824, 1.8180, 3.7027], [0.4194, 2.0648, 4.1502], [1.2260, 1.0146, 4.1565], [2.7840, 1.3114, 4.7712], [-0.6293, -1.4596, 2.8697], [-2.7007, -0.1886, 1.8721], [-3.1297, 1.3768, 2.5368], [-1.4552, 2.6656, 3.6844], [-4.8959, -1.3239, -1.0993], [-4.7052, -0.2344, -2.4696], [-3.7293, -0.9520, 0.1921], [-5.8940, -1.2119, -0.6937], [-4.7244, -2.3419, -1.4291], [-1.4006, 2.4994, -0.5660], [-0.1406, 1.3209, -0.1787], [-2.4341, 2.7653, 0.8421], [-0.9329, 3.4438, -0.8259], [-1.9963, 2.1278, -1.3925], [-1.3753, 6.5168, 2.1769], [-1.7545, 5.9448, 0.5497], [-0.4025, 5.3456, 3.0847], [-0.8104, 7.4373, 2.0967], [-2.3032, 6.6843, 2.7103], [3.5328, 3.3057, -0.7883], [2.1664, 3.6636, -1.8450], [3.0108, 2.5324, 0.7196], [4.2031, 2.6308, -1.3033], [4.0388, 4.2313, -0.5417], [-5.5566, 2.4224, 6.0812], [-4.5898, 3.9093, 6.0791], [-7.0402, 2.5972, 5.1372], [-4.9629, 1.6304, 5.6507], [-5.8221, 2.1800, 7.1015], [5.7801, -0.0860, 1.1675], [6.0376, 1.0311, -0.1760], [6.7923, 0.3026, 2.5606], [4.7401, -0.0195, 1.4667], [6.0181, -1.0881, 0.8315], [1.5121, 1.1173, -5.0404], [0.5955, 1.3941, -3.5423], [2.7544, 2.3437, -5.2939], [1.9934, 0.1476, -4.9687], [0.8307, 1.1402, -5.8887], [-7.9573, -0.5507, 7.4438], [-7.8875, 0.9687, 8.3449], [-6.5179, -0.7974, 6.4400], [-8.0291, -1.3692, 8.1496], [-8.8263, -0.5289, 6.7973], [-0.5701, -2.6318, -3.1584], [0.6414, -3.8861, -2.8680], [-1.5156, -2.2652, -1.7101], [-0.0624, -1.7271, -3.4717], [-1.2457, -2.9763, -3.9320], [1.6661, -0.0138, -8.8821], [0.4230, 1.0081, -8.1384], [1.1028, -1.6671, -9.1171], [1.9269, 0.4110, -9.8436], [2.5308, -0.0315, -8.2284], [3.2206, -5.2658, -5.0054], [4.7242, -6.0837, -5.4438], [2.6792, -4.1545, -6.2673], [2.4521, -6.0137, -4.8504], [3.3877, -4.7017, -4.0958], [8.6120, -6.4599, -5.7520], [8.6936, -5.3457, -7.1213], [9.8450, -6.0976, -4.5383], [7.6360, -6.3725, -5.2893], [8.7672, -7.4689, -6.1147]]}

=====

[2]
{"formula": "C4H6", "method": "wB97M-V/def2-TZVPD", "smiles": "C=CC=C", "homo_energy_ev": -8.93, "max_force_ev_per_a": 1.907, "total_charge": 0, "energy_ha": -155.95697, "de_lowest_kj_mol": 15.0, "species": ["C", "C", "C", "C", "H", "H", "H", "H", "H", "H"], "xyz": [[-0.4569, 1.6741, -0.6153], [-0.4139, 0.3279, -0.4981], [0.3852, -0.3617, 0.4894], [0.5777, -1.6641, 0.5670], [-1.1694, 2.0684, -1.3026], [0.0989, 2.3418, 0.0235], [-1.0457, -0.3079, -1.1479], [0.7472, 0.2897, 1.2667], [0.0329, -2.3014, -0.0975], [1.2441, -2.0669, 1.3149]]}

=====

[3]
{"formula": "C20H19N4O4", "method": "wB97M-V/def2-TZVPD", "homo_energy_ev": -12.17, "max_force_ev_per_a": 6.400, "total_charge": 1, "energy_ha": -1293.03427, "species": ["C", "C", "C", "N", "C", "N", "C", "C", "N", "C", "C", "N", "H", "H", "H", "H", "H", "H", "H", "H", "H", "H", "H", "C", "C", "C", "O", "C", "C", "C", "O", "H", "H", "H", "H", "C", "C", "C", "O", "C", "C", "C", "O", "H", "H", "H", "H"], "xyz": [[0.2384, -2.4901, -1.6104], [1.1696, -1.5953, -0.8321], [2.0919, -0.6341, -1.5816], [3.0664, 0.2482, -0.9240], [2.7408, 1.3808, -0.2658], [2.3354, 2.6760, -0.8251], [0.9593, 2.8395, -0.1970], [1.2662, 2.2448, 1.2773], [2.6511, 1.6124, 1.1626], [1.8844, -0.7342, -3.0929], [0.8518, -1.6867, -3.6399], [-0.0089, -2.6090, -2.9982], [-0.3920, -3.2102, -0.9735], [1.1937, -1.6363, 0.3048], [4.0533, -0.0580, -0.9288], [2.2126, 2.4060, -1.8197], [0.2277, 2.2080, -0.8075], [0.6236, 3.9253, -0.1976], [1.2052, 3.0938, 2.0293], [0.6341, 1.3200, 1.5417], [2.5608, 0.7281, 1.6959], [2.5038, -0.0904, -3.7958], [0.7315, -1.6723, -4.7833], [2.6084, -0.7213, 4.8064], [2.2293, -0.4081, 6.0461], [0.8010, -0.2421, 6.3922], [0.4546, 0.0447, 7.5188], [-0.1897, -0.4384, 5.3111], [0.1909, -0.7515, 4.0720], [1.6183, -0.9170, 3.7275], [1.9677, -1.2063, 2.5905], [3.6494, -0.8462, 4.5350], [2.9416, -0.2619, 6.8486], [-1.2308, -0.3140, 5.5817], [-0.5211, -0.8982, 3.2687], [-5.4189, 0.4538, -3.1792], [-4.8205, 0.4942, -4.3705], [-3.4660, -0.0649, -4.5673], [-2.9176, -0.0272, -5.6521], [-2.8017, -0.6714, -3.3937], [-3.3997, -0.7117, -2.2031], [-4.7542, -0.1527, -2.0057], [-5.3003, -0.1911, -0.9198], [-6.4098, 0.8588, -3.0165], [-5.2931, 0.9339, -5.2400], [-1.8117, -1.0762, -3.5556], [-2.9267, -1.1517, -1.3334]]}

=====

[4]
{"formula": "CH6N2S", "method": "wB97M-V/def2-TZVPD", "multiplicity": 3, "homo_energy_ev": [-6.01, -8.58], "max_force_ev_per_a": 5.265, "total_charge": 0, "energy_ha": -549.24492, "de_lowest_kj_mol": 0.0, "species": ["C", "N", "N", "S", "H", "H", "H", "H", "H", "H"], "xyz": [[-1.0086, 0.1928, 0.7763], [2.6333, -0.1911, -0.6081], [-2.0658, 0.1158, -0.0428], [1.8466, 0.1338, 0.8300], [-0.8962, -0.5089, 1.4481], [-0.4929, 1.1503, 0.9514], [-2.0926, 0.5690, -1.0160], [2.2475, 0.5340, -1.2438], [2.2129, -1.0981, -0.8709], [-2.3843, -0.8977, -0.2243]]}